Density functional theory data (ωB97M-V with the def2-TZVPD basis set) for C37H43AsBrNO4P2PbSi2Te4 as an isolated structure.

Summary:
ΔE to the lowest compared entry with this formula, charge and spin = 0.436 eV
HOMO-LUMO gap = 4.88 eV
charge = -2

Last column: Löwdin charge in e.
Atoms and positions in Å:
Pb 2.43106 -0.03345 1.65571  0.4201
Te 4.26268 1.27779 3.64590  -0.1424
Te 4.06992 -1.28363 4.59902  -0.0568
Te 0.09836 -0.60985 6.20594  -0.2584
Te 1.38790 -1.59678 4.05831  -0.0332
O -0.52003 -0.79599 1.78133  -0.5088
P -1.62460 -1.34092 0.96640  0.7067
C -1.97858 -0.30854 -0.49514  -0.3003
P -0.62408 -0.38628 -1.71285  0.6913
O 0.64708 -0.97535 -1.24228  -0.3441
C -1.29467 -1.34088 -3.11382  -0.2636
C -0.43070 -2.26518 -3.69215  -0.0607
C -0.84785 -3.02825 -4.77369  -0.0800
C -2.12987 -2.87417 -5.28162  -0.1008
C -2.99590 -1.95077 -4.70886  -0.0960
C -2.57738 -1.18587 -3.63090  -0.0942
C -0.45463 1.27416 -2.40378  -0.3128
C -1.51349 2.16697 -2.51997  -0.0980
C -1.31451 3.40784 -3.10451  -0.0878
C -0.05781 3.75419 -3.58215  -0.1058
C 1.00005 2.86291 -3.46890  -0.0890
C 0.80471 1.62398 -2.87821  -0.0990
C -3.15848 -1.35575 1.93586  -0.2491
C -4.44126 -1.23602 1.40948  -0.0893
C -5.54443 -1.22350 2.25065  -0.1036
C -5.36971 -1.32831 3.62450  -0.0976
C -4.09278 -1.44294 4.15536  -0.0662
C -2.98967 -1.45432 3.31626  -0.0714
C -1.35970 -3.01447 0.36439  -0.2626
C -0.35065 -3.76218 0.96564  -0.0434
C -0.05265 -5.03197 0.49124  -0.0613
C -0.77429 -5.55793 -0.57174  -0.0730
C -1.79415 -4.82152 -1.16382  -0.1039
C -2.08324 -3.54852 -0.69935  -0.1090
H -2.03677 0.71013 -0.09659  0.0532
H -2.93385 -0.57344 -0.95015  0.0422
H 0.55272 -2.39709 -3.25627  0.1104
H -0.17353 -3.75374 -5.21121  0.1007
H -2.45795 -3.47589 -6.12044  0.0936
H -3.99817 -1.82887 -5.10113  0.0950
H -3.25943 -0.46119 -3.19889  0.0980
H -2.49201 1.91214 -2.12872  0.0987
H -2.13434 4.11218 -3.17061  0.0973
H 0.10086 4.72935 -4.02623  0.0982
H 1.98590 3.14115 -3.82065  0.1040
H 1.62922 0.93422 -2.74259  0.0455
H -4.59425 -1.15325 0.33927  0.0896
H -6.53942 -1.12329 1.83373  0.0917
H -6.23092 -1.30664 4.28163  0.0933
H -3.93503 -1.49944 5.22504  0.1048
H -1.99524 -1.49185 3.74917  0.0543
H 0.25917 -3.33028 1.75191  0.0568
H 0.79045 -5.56734 0.90912  0.0777
H -0.51847 -6.53660 -0.95998  0.0960
H -2.34728 -5.22479 -2.00405  0.0907
H -2.87376 -2.97872 -1.17614  0.0919
Br 4.21325 0.24556 -1.88554  0.7594
C 4.37589 -1.63864 -1.57587  -0.7164
C 5.27361 -2.36739 -2.33677  -0.1299
C 5.31301 -3.73342 -2.09085  -0.0789
C 4.46347 -4.27775 -1.14327  -0.0141
C 3.61197 -3.43802 -0.42961  -0.1464
N 3.58911 -2.12208 -0.65378  0.0761
C 2.66675 -4.02158 0.64137  -0.6229
O 2.38002 -5.22531 0.46521  -0.0575
O 2.30603 -3.23493 1.53218  -0.1542
H 5.90149 -1.88721 -3.07283  0.0855
H 5.99729 -4.36315 -2.64821  0.0968
H 4.41741 -5.33701 -0.93622  0.1068
C 2.92857 4.79649 1.99580  -0.2352
Si 2.10716 4.01936 0.48243  0.1493
C 3.52726 3.52301 -0.66139  -0.2595
C 1.22518 5.43822 -0.42406  -0.2309
As 0.68376 2.21889 0.83275  0.6387
Si -0.36225 3.08775 2.73168  0.1640
C -0.97797 4.86501 2.46314  -0.2464
C -1.90952 2.06165 3.03794  -0.2369
C 0.65281 3.10023 4.30442  -0.2410
H 3.58911 5.61019 1.67649  0.0217
H 3.52622 4.06039 2.53810  -0.0307
H 2.20007 5.20821 2.69624  0.0042
H 4.04869 4.41307 -1.02941  0.0242
H 3.15072 2.96653 -1.52368  -0.0355
H 4.25174 2.89308 -0.13958  0.0078
H 1.79889 6.36816 -0.34426  0.0180
H 0.22472 5.61410 -0.02671  -0.0019
H 1.12222 5.18920 -1.48407  -0.0046
H -1.65298 4.92827 1.60562  0.0144
H -0.16412 5.57641 2.30763  -0.0010
H -1.52887 5.17692 3.35718  0.0176
H -2.60517 2.13659 2.19512  0.0183
H -2.42511 2.38492 3.94728  0.0292
H -1.62437 1.01963 3.16586  -0.0102
H 1.58044 3.66205 4.18787  -0.0045
H 0.92328 2.08767 4.61016  -0.0410
H 0.07570 3.54370 5.12319  0.0278

Density functional theory data (ωB97M-V with the def2-TZVPD basis set) for C37H44HoIN3O4Si2 as an isolated structure.

Summary:
expectation value of S² = 6.004
2S+1 = 5
HOMO-LUMO gap (alpha / beta) = 6.93 / 6.89 eV
charge = -1

Last column: Löwdin charge in e.
Atoms and positions in Å:
Ho 0.50552 -0.08224 -0.50561  1.5716
C 1.96823 -0.43310 4.32924  -0.0568
C 0.79578 -1.32470 4.09185  -0.2149
C 0.16067 -1.85214 5.20974  -0.0722
C -0.94547 -2.66997 5.08126  -0.0993
C -1.46906 -2.86218 3.80628  -0.0709
C -0.86059 -2.35479 2.66481  -0.2011
C -1.53425 -2.70257 1.37558  -0.0447
C 0.35404 -1.62279 2.75933  -0.2010
N 1.10867 -1.19855 1.64322  0.0125
C 2.43580 -1.59114 1.68418  -0.5065
O 2.90121 -2.49886 2.38107  0.0337
C 3.31687 -0.86250 0.75279  -0.1962
C 4.63227 -1.27021 0.45698  0.0039
C 5.35526 -0.63857 -0.56916  -0.0210
C 4.78719 0.49502 -1.17816  0.0262
C 3.47934 0.85654 -0.83973  -0.1924
N 2.79843 0.21983 0.13884  0.0498
C 2.79775 1.97495 -1.48324  -0.4918
O 3.41958 2.92084 -1.98651  0.0416
N 1.43507 1.89460 -1.43271  -0.0284
C 0.82301 3.11987 -1.73331  -0.2356
C 0.55448 4.02427 -0.67921  -0.2105
C 1.10055 3.85072 0.71089  -0.0323
C -0.16584 5.19824 -0.91513  -0.0704
C -0.59512 5.50590 -2.18573  -0.1045
C -0.27408 4.67713 -3.24261  -0.0647
C 0.46459 3.51072 -3.05248  -0.1921
C 1.01176 2.77942 -4.24647  -0.0409
H 1.85490 0.05006 5.29460  0.0707
H 2.11116 0.34080 3.59879  0.0696
H 2.91281 -1.00023 4.42097  0.0893
H 0.59479 -1.65948 6.19644  0.1084
H -1.38897 -3.17137 5.93435  0.0909
H -2.37137 -3.44887 3.65846  0.0990
H -2.48201 -3.18715 1.60386  0.0759
H -0.92987 -3.38469 0.78076  0.0745
H -1.71981 -1.83789 0.75292  0.0390
H 5.04555 -2.08435 1.06234  0.1209
H 6.31477 -1.02768 -0.89357  0.1049
H 5.35012 1.11204 -1.87355  0.1194
H 2.16254 4.09818 0.75289  0.0867
H 1.02278 2.82514 1.10338  0.0644
H 0.60746 4.54153 1.38212  0.0691
H -0.39287 5.88287 -0.10433  0.1040
H -1.16234 6.41571 -2.35743  0.0952
H -0.62766 4.90927 -4.22722  0.0958
H 0.45261 3.10054 -5.12499  0.0722
H 0.94687 1.70266 -4.12243  0.0551
H 2.07452 2.97758 -4.42260  0.0832
C -4.00834 0.32591 1.50212  -0.1836
Si -2.52303 1.47456 1.19282  0.4274
C -3.18320 3.25024 1.17357  -0.1835
C -1.26472 1.37537 2.65018  -0.1738
C -1.71781 1.03190 -0.47783  -0.4925
Si -2.74379 0.62748 -2.02802  0.4397
C -3.79759 2.11025 -2.64597  -0.1890
C -4.01651 -0.76500 -1.74717  -0.1831
C -1.58961 0.14686 -3.49963  -0.1797
H -4.43891 0.56926 2.46795  0.0184
H -3.78953 -0.73924 1.42399  0.0154
H -4.77479 0.51879 0.74687  0.0088
H -3.51851 3.54824 2.17688  0.0248
H -4.02191 3.35811 0.50727  0.0097
H -2.45411 3.98293 0.85244  0.0079
H -1.08276 2.37048 3.06908  0.0214
H -0.29022 0.95742 2.32513  -0.0080
H -1.63925 0.71843 3.44665  0.0281
H -1.16989 1.99585 -0.70091  -0.0352
H -4.66488 2.30560 -2.00968  0.0168
H -4.13126 1.84968 -3.64545  0.0084
H -3.22655 3.03682 -2.72936  0.0151
H -4.86342 -0.43977 -1.15964  0.0050
H -3.54450 -1.66925 -1.35212  0.0255
H -4.31992 -1.03278 -2.74684  0.0117
H -0.52500 0.36462 -3.33128  -0.0125
H -1.86452 0.78302 -4.35675  0.0261
H -1.65560 -0.90595 -3.79116  0.0242
I 2.22778 -8.34399 0.31997  0.7602
C 1.78641 -6.36122 -0.42390  -0.6644
C 2.66179 -5.34120 -0.11109  -0.1340
C 2.47654 -4.09903 -0.72059  0.0137
C 1.25336 -3.77641 -1.33873  -0.1403
C 0.37922 -4.84482 -1.62544  -0.0091
C 0.65679 -6.14420 -1.21335  -0.1421
C 0.93011 -2.39339 -1.60117  -0.5372
O -0.34408 -2.01768 -1.41450  -0.1723
O 1.80632 -1.48121 -1.85258  -0.0868
H 3.51773 -5.56126 0.52203  0.0966
H 3.27499 -3.34014 -0.67917  0.1178
H -0.57393 -4.66791 -2.15404  0.1325
H 0.02953 -6.99574 -1.47227  0.0927

Density functional theory data (ωB97M-V with the def2-TZVPD basis set) for a 7-piece molecular cluster, C37H44N11OS overall.

Summary:
ΔE to the lowest compared entry with this formula, charge and spin = 0.000 eV
HOMO-LUMO gap = 5.50 eV
charge = +1

Last column: Löwdin charge in e.
Atoms and positions in Å:
N 0.84909 0.46297 -1.78224  0.1328
C -0.29707 0.09401 -2.60443  -0.2727
N -0.71294 1.01446 -3.53291  0.1461
N -0.96338 -1.16702 -2.38670  0.1003
C -2.05950 -1.41298 -3.35971  -0.1969
C -3.48507 -0.77536 -3.02021  -0.1672
C -3.58484 0.15071 -1.72933  -0.2661
C -4.61994 -0.41486 -0.60581  -0.4250
S -4.12908 0.41024 1.01484  0.9021
C -2.83283 -0.65350 1.78322  -0.5324
N -1.65682 -0.26824 2.48185  -0.0176
N -0.91233 -1.35235 2.87552  0.0120
C -1.67373 -2.46392 2.40419  -0.0910
O -2.85291 -2.06893 1.75618  -0.0501
H 0.52368 0.78899 -0.85129  0.1004
H 1.38430 -0.41143 -1.64919  0.1043
H -0.33182 0.93990 -4.48775  0.1411
H -1.44331 1.70409 -3.28673  0.1399
H -1.25054 -1.27666 -1.40438  0.1496
H -1.77910 -1.12287 -4.43715  0.1062
H -2.20314 -2.55627 -3.40337  0.1372
H -3.80520 -0.14500 -3.92838  0.1229
H -4.25437 -1.63091 -2.96566  0.1238
H -2.60897 0.42516 -1.21923  0.0610
H -4.05513 1.14773 -2.06765  0.1220
H -4.54102 -1.54513 -0.52119  0.0874
H -5.70074 -0.12523 -0.86730  0.1053
H -1.34825 -3.54995 2.53562  0.1486
N 0.41341 3.08161 -1.09101  0.0240
C -0.74241 3.23421 -0.42036  -0.1621
C -1.43576 4.43017 -0.34010  -0.0632
C -0.90771 5.53878 -0.98494  -0.0581
C 0.28511 5.41068 -1.68309  -0.0577
C 0.90107 4.16973 -1.70709  -0.1398
H -1.11497 2.33899 0.07148  0.0856
H -2.36461 4.49458 0.21287  0.0893
H -1.42073 6.49313 -0.94392  0.1108
H 0.72582 6.25532 -2.19723  0.1083
H 1.83308 4.01896 -2.24233  0.1079
N 2.08001 -0.91582 7.62888  0.0507
C 1.57342 -1.01634 6.39030  -0.1460
C 0.36154 -1.62157 6.09935  -0.0794
C -0.37123 -2.15941 7.14760  -0.0812
C 0.13026 -2.07093 8.43825  -0.0672
C 1.35084 -1.44236 8.62485  -0.1619
H 2.18450 -0.58391 5.60470  0.1025
H 0.00024 -1.67151 5.07974  0.0578
H -1.32414 -2.64263 6.96072  0.1027
H -0.41444 -2.47999 9.27987  0.1041
H 1.78314 -1.34482 9.61529  0.1015
N -0.41985 -2.04747 -6.49516  0.0376
C -0.89612 -2.79186 -7.50697  -0.1639
C -0.50672 -4.09845 -7.75325  -0.0670
C 0.43239 -4.67344 -6.91056  -0.0738
C 0.94348 -3.92789 -5.85867  -0.0623
C 0.48828 -2.63081 -5.69291  -0.1709
H -1.62522 -2.29736 -8.14029  0.1099
H -0.92660 -4.65218 -8.58334  0.1136
H 0.76326 -5.69337 -7.07190  0.1160
H 1.67860 -4.34553 -5.18235  0.1082
H 0.85610 -2.00929 -4.88182  0.0873
N -3.46628 6.78666 1.73086  0.0450
C -3.43267 8.11410 1.93017  -0.1538
C -3.02230 8.70747 3.11263  -0.0701
C -2.62575 7.88531 4.15631  -0.0737
C -2.65185 6.50986 3.98035  -0.0705
C -3.07498 6.01301 2.75839  -0.1634
H -3.75524 8.71573 1.08677  0.1020
H -3.01364 9.78521 3.21495  0.1049
H -2.29922 8.31216 5.09805  0.1094
H -2.34964 5.83856 4.77423  0.1043
H -3.10897 4.94408 2.57187  0.0928
N 3.96785 -3.42713 -10.17477  0.0579
C 2.81992 -3.27703 -9.49702  -0.1516
C 2.12114 -2.08331 -9.41765  -0.0738
C 2.63836 -0.97544 -10.07326  -0.0794
C 3.82503 -1.10224 -10.78011  -0.0726
C 4.44563 -2.34123 -10.80129  -0.1472
H 2.45762 -4.17038 -8.99872  0.0900
H 1.19649 -2.02100 -8.85727  0.0722
H 2.12158 -0.02274 -10.03394  0.1048
H 4.25790 -0.25887 -11.30316  0.1033
H 5.37362 -2.49160 -11.34324  0.1051
N 5.59522 -2.25909 11.62324  0.0529
C 5.60019 -3.58525 11.82815  -0.1558
C 4.99475 -4.49917 10.98046  -0.0799
C 4.34126 -4.01753 9.85550  -0.0802
C 4.31916 -2.65038 9.62046  -0.0884
C 4.95790 -1.81970 10.52711  -0.1494
H 6.12070 -3.91259 12.72220  0.1013
H 5.03290 -5.55993 11.19467  0.0996
H 3.85405 -4.70089 9.16837  0.1038
H 3.81877 -2.23973 8.75343  0.0686
H 4.97139 -0.74378 10.38487  0.1045